Molecular formula: C7H11NO
Method: DFT, ωB97M-V with the def2-TZVPD basis set

Output
relative energy (zero: lowest compared OMol25 entry of this formula, charge and spin): 0.914 eV
charge: 0
total energy: -403.09667 hartree
HOMO energy (spin up / spin down): -4.175 / -9.048 eV
spin multiplicity: 3
LUMO level (spin up / spin down): 0.89 / -1.73 eV

Each line ends with the Mulliken charge.
Cartesian coordinates (Å):
C 1.33 -0.17 1.21  -0.9951
C 2.61 0.10 0.84  -0.4740
C 1.41 0.19 -1.05  -1.1164
C 0.50 -0.15 -0.03  0.6512
C -1.56 -0.52 -1.35  -1.4818
C -1.80 1.05 0.58  -1.5734
C -1.02 -0.09 -0.03  1.7195
N 2.67 0.23 -0.52  0.0007
O -1.42 -1.43 0.92  -0.5722
H 1.13 -0.42 2.20  0.3303
H 3.45 0.07 1.48  0.4183
H 1.33 0.14 -2.07  0.3738
H -1.59 -1.55 -1.26  0.3859
H -2.58 -0.05 -1.49  0.3400
H -0.94 -0.09 -2.18  0.3045
H -2.73 0.54 0.72  0.4255
H -2.04 1.77 -0.13  0.4041
H -1.42 1.34 1.51  0.3772
H 3.51 0.25 -1.03  0.1724
H -0.81 -1.20 1.70  0.3096


Molecular formula: C14H18AgAsN2O6S
Method: DFT, ωB97M-V with the def2-TZVPD basis set

Output
relative energy (zero: lowest compared OMol25 entry of this formula, charge and spin): 0.000 eV
charge: -2
total energy: -3886.26442 hartree
HOMO energy: -1.867 eV
LUMO level: 4.87 eV

Each line ends with the Mulliken charge.
Cartesian coordinates (Å):
Ag 0.42 -0.71 -0.69  0.2422
O 0.34 -0.89 -3.31  -0.7779
S -0.09 0.53 -3.11  1.2365
O -0.35 1.21 -4.38  -0.7657
O 1.00 1.22 -2.32  -0.7932
O -1.30 0.51 -2.23  -0.6227
C -4.51 -2.64 0.61  -1.1822
N -3.08 -2.64 0.84  0.2014
C -2.26 -3.28 -0.04  0.0440
C -0.93 -3.24 0.10  -0.5814
C -0.38 -2.40 1.17  0.4739
O 0.87 -2.21 1.20  -0.7803
N -1.21 -1.84 2.07  -0.4956
C -2.54 -1.96 1.96  0.4255
O -3.35 -1.48 2.78  -0.7422
H -4.92 -3.66 0.68  0.3502
H -4.74 -2.23 -0.38  0.3561
H -4.96 -2.03 1.38  0.3356
H -2.75 -3.81 -0.84  0.3610
H -0.26 -3.73 -0.60  0.3731
C -0.79 2.11 2.76  -1.2603
As -0.58 1.45 0.91  0.6228
C -2.47 1.32 0.48  -0.9110
C -0.06 3.10 -0.05  -1.0766
C -1.14 4.10 -0.23  0.2553
C -1.99 4.01 -1.33  0.0294
C -3.03 4.90 -1.50  -0.7076
C -3.26 5.91 -0.58  -0.3749
C -2.42 6.02 0.53  -0.5829
C -1.37 5.12 0.70  -0.3587
H -1.47 2.96 2.83  0.3488
H 0.18 2.38 3.18  0.3682
H -1.19 1.27 3.34  0.3481
H -3.00 2.26 0.68  0.5010
H -2.89 0.54 1.12  0.3124
H -2.54 1.05 -0.57  0.1531
H 0.29 2.70 -1.01  0.3353
H 0.80 3.51 0.49  0.5441
H -1.82 3.21 -2.05  0.3557
H -3.68 4.80 -2.37  0.3943
H -4.08 6.61 -0.71  0.3452
H -2.58 6.80 1.26  0.3399
H -0.72 5.21 1.56  0.3598


Molecular formula: C5H15AgIP2S
Method: DFT, ωB97M-V with the def2-TZVPD basis set

Output
charge: +1
total energy: -1724.58143 hartree
HOMO energy: -10.171 eV
LUMO level: -6.02 eV

Each line ends with the Mulliken charge.
Cartesian coordinates (Å):
C -1.65 -0.89 1.14  -0.6906
C -1.25 -0.63 -0.47  -0.6223
P 0.55 -0.95 -0.91  0.1901
C 1.28 0.62 -0.24  -0.7711
C 0.36 1.77 0.41  -0.3373
C 0.24 1.72 2.08  -1.0215
I 1.55 3.65 0.10  0.0897
P -0.05 -2.86 -1.77  -0.0869
S -0.33 -4.11 -0.26  -0.3668
H -2.58 -1.63 1.23  0.2760
H -0.75 -1.32 1.76  0.2221
H -2.02 0.15 1.58  0.2054
H -1.74 0.37 -0.89  0.3574
H -1.89 -1.48 -1.02  0.3368
H 1.04 -0.58 -2.25  0.0441
H 1.36 -1.71 0.04  0.1082
H 2.10 0.33 0.58  0.3700
H 1.92 1.14 -1.10  0.3792
H -0.64 2.05 -0.11  0.4532
H 0.28 0.60 2.49  0.2584
H -0.69 2.31 2.48  0.2756
H 1.24 2.22 2.51  0.4557
H -1.19 -2.78 -2.65  0.1271
H 1.05 -3.45 -2.53  0.1356
Ag 1.83 5.47 -2.23  0.6120


Molecular formula: C3H11NO3
Method: DFT, ωB97M-V with the def2-TZVPD basis set

Output
relative energy (zero: lowest compared OMol25 entry of this formula, charge and spin): 2.521 eV
charge: +1
total energy: -400.95932 hartree
HOMO energy (spin up / spin down): -15.014 / -15.004 eV
spin multiplicity: 2
LUMO level (spin up / spin down): -4.39 / -9.47 eV

Each line ends with the Mulliken charge.
Cartesian coordinates (Å):
C -0.81 1.12 -2.12  -1.0358
C -0.80 0.41 -0.81  0.5920
N 0.20 -0.62 -0.67  0.0357
C 1.50 -0.01 -0.81  -0.8245
O -1.54 0.69 0.12  -0.3623
H -1.38 2.12 -1.80  0.3386
H 0.06 1.48 -2.68  0.4088
H -1.36 0.45 -2.72  0.3486
H 0.04 -0.97 0.41  0.2667
H 2.22 -0.69 -0.36  0.3678
H 1.72 1.02 -0.67  0.3556
H 1.69 -0.25 -1.99  0.4029
H 1.06 -0.37 2.68  0.3215
H -0.15 0.38 2.19  0.3425
O 0.77 0.49 2.58  -0.5873
H -1.01 -2.00 2.96  0.2660
H -1.43 -1.47 1.55  0.3614
O -0.77 -1.79 2.16  -0.5984